Below is an isolated ion of composition CH2NO3S and charge -1 at a distorted geometry, with properties calculated with ωB97M-V/def2-TZVPD.

Calculated values
ΔE to the lowest compared entry with this formula, charge and spin (kcal/mol): 75.3
LUMO level (eV): 4.245

```
! wB97M-V def2-TZVPD RIJCOSX def2/J DEFGRID3
* xyz -1 1
C -0.714 -0.867 0.355
N -0.736 0.527 0.244
O 0.569 2.007 -1.545
O 1.725 0.017 -0.557
O -0.392 -0.113 1.531
S 0.968 1.271 -0.302
H -1.652 -1.474 0.401
H 0.233 -1.368 -0.128
*
```

---

Below is one molecule with the formula C4H16INSi3 at a distorted geometry, with properties calculated with ωB97M-V/def2-TZVPD.

Calculated values
ΔE to the lowest compared entry with this formula, charge and spin (kcal/mol): 0.0
SMILES string: C[SiH2]N([SiH2]I)[Si](C)(C)C
LUMO level (eV): 0.504

```
! wB97M-V def2-TZVPD RIJCOSX def2/J DEFGRID3
* xyz 0 1
C 2.316 -0.495 -1.756
C -1.769 0.167 1.726
C 1.049 1.416 1.777
C 0.480 -1.732 1.009
N -0.280 0.788 -0.725
Si 0.501 0.090 -2.224
Si -1.445 2.169 -0.952
Si -0.052 0.177 0.925
I -3.444 1.014 -1.820
H 2.432 -0.006 -0.788
H 2.443 -1.602 -1.504
H 3.037 -0.135 -2.462
H -1.739 0.279 2.830
H -2.400 0.862 1.334
H -2.184 -0.828 1.609
H 2.080 1.393 1.462
H 0.624 2.340 1.642
H 1.126 1.380 2.882
H 0.613 -2.004 2.082
H -0.094 -2.440 0.416
H 1.479 -1.850 0.539
H -0.379 -1.081 -2.617
H 0.240 0.938 -3.276
H -0.989 3.348 -1.776
H -1.546 2.656 0.465
*
```

---

Below is C27H21F12N3O3PReS2 as an isolated structure, with properties calculated with ωB97M-V/def2-TZVPD.

Calculated values
⟨S²⟩: 3.79
ΔE to the lowest compared entry with this formula, charge and spin (kcal/mol): 10.6
LUMO level (alpha / beta) (eV): 1.976 / 1.964

```
! wB97M-V def2-TZVPD RIJCOSX def2/J DEFGRID3
* xyz -1 4
Re -1.354 0.201 -0.030
C 2.553 -5.085 1.957
C 2.062 -3.814 1.327
C 2.107 -3.633 -0.051
C 1.582 -2.496 -0.626
C 1.007 -1.501 0.157
N 0.482 -0.349 -0.486
C 1.361 0.369 -1.298
C 2.735 0.228 -1.051
C 3.689 0.818 -1.846
C 3.321 1.600 -2.937
C 4.343 2.240 -3.835
C 1.966 1.801 -3.139
C 0.976 1.242 -2.330
C -0.492 1.597 -2.595
O -1.287 1.539 -1.474
C -0.658 3.084 -3.055
F -1.918 3.503 -2.919
F 0.087 3.905 -2.304
F -0.335 3.311 -4.338
C -1.072 0.657 -3.686
F -1.169 -0.579 -3.222
F -0.299 0.626 -4.783
F -2.292 1.051 -4.077
C 0.927 -1.671 1.544
C 1.476 -2.824 2.103
C 0.219 -0.594 2.375
O -1.026 -0.273 1.881
C -0.045 -1.028 3.847
F 1.098 -1.090 4.563
F -0.838 -0.154 4.475
F -0.634 -2.201 3.931
C 1.132 0.683 2.466
F 0.913 1.526 1.444
F 0.911 1.408 3.576
F 2.429 0.372 2.454
H 3.392 -5.501 1.401
H 1.752 -5.827 1.962
H 2.868 -4.919 2.987
H 2.513 -4.410 -0.686
H 1.584 -2.372 -1.700
H 3.047 -0.380 -0.213
H 4.736 0.666 -1.614
H 5.270 1.667 -3.841
H 4.583 3.254 -3.509
H 3.979 2.302 -4.860
H 1.672 2.423 -3.971
H 1.433 -2.987 3.167
S -2.863 -1.531 -0.459
C -2.229 -3.039 0.149
C -2.659 -3.426 1.449
N -3.087 -3.746 2.469
C -1.528 -3.918 -0.657
S -1.109 -3.762 -2.278
C -1.119 -5.158 -0.019
N -0.780 -6.147 0.461
C -1.759 2.903 2.315
P -3.194 2.578 1.298
C -3.371 3.940 0.152
C -4.623 2.564 2.377
O -3.123 1.256 0.564
H -1.930 3.764 2.960
H -0.894 3.094 1.678
H -1.557 2.016 2.918
H -3.460 4.891 0.674
H -4.255 3.769 -0.461
H -2.500 3.946 -0.502
H -4.734 3.507 2.908
H -4.502 1.746 3.087
H -5.510 2.370 1.776
*
```

---

Below is a 2-piece molecular cluster, C3H7BO2 overall at a distorted geometry, with properties calculated with ωB97M-V/def2-TZVPD.

Calculated values
ΔE to the lowest compared entry with this formula, charge and spin (kcal/mol): 71.6
LUMO level (eV): 0.187

```
! wB97M-V def2-TZVPD RIJCOSX def2/J DEFGRID3
* xyz 0 1
B -1.058 1.240 0.454
C -0.144 0.083 0.029
C 0.825 -0.773 0.290
C 1.449 -1.847 -0.676
O -1.042 2.286 -0.323
O -1.744 1.059 1.642
H -0.561 0.061 -1.854
H 1.181 -0.957 1.317
H 1.292 -2.778 -0.175
H 2.475 -1.606 -0.825
H 1.004 -1.728 -1.697
H -1.536 3.081 -0.057
H -2.141 1.881 1.876
*
```